Entry 1:
{
  "formula": "C29H26ClN3O5ReSbSe4",
  "method": "ωB97M-V/def2-TZVPD",
  "elements": ["Re", "Sb", "Se", "Se", "Se", "Se", "Cl", "O", "O", "O", "O", "O", "N", "N", "N", "C", "C", "C", "C", "C", "C", "C", "C", "C", "C", "C", "C", "C", "C", "C", "C", "C", "C", "C", "C", "C", "C", "C", "C", "C", "C", "C", "C", "C", "H", "H", "H", "H", "H", "H", "H", "H", "H", "H", "H", "H", "H", "H", "H", "H", "H", "H", "H", "H", "H", "H", "H", "H", "H", "H"],
  "positions_angstrom": [[0.605, 0.202, 1.273], [-2.084, 1.132, 3.957], [0.282, -0.026, 3.546], [-1.589, 3.148, 2.587], [-2.740, 0.721, 6.141], [-3.247, -0.116, 2.069], [-2.314, 5.929, -2.602], [0.336, 1.381, -0.071], [3.258, -4.645, 1.392], [-2.071, 0.713, 0.922], [5.408, -1.713, 0.149], [-0.108, -3.382, 2.497], [1.380, -3.593, -0.365], [2.865, -1.943, 0.205], [0.562, -1.624, 0.573], [-1.061, -3.172, 1.568], [3.293, -5.054, 0.084], [-0.431, -4.232, 3.601], [4.251, -5.950, -0.367], [-0.255, 4.221, -2.249], [4.621, 1.437, 1.892], [-2.204, 3.885, -0.866], [1.614, -2.382, 0.147], [-2.290, 2.097, 0.843], [-3.191, -3.516, 0.508], [3.256, 1.326, 1.942], [-2.867, -2.616, -0.499], [-2.303, -3.797, 1.538], [6.838, -1.702, 0.108], [3.376, -0.785, 0.788], [0.367, 3.139, -1.650], [4.781, -0.680, 0.748], [2.737, -5.627, 2.296], [3.359, -5.788, -2.600], [5.390, 0.430, 1.296], [-1.588, 2.795, -0.254], [2.596, 0.211, 1.376], [-0.732, -2.265, 0.545], [4.277, -6.319, -1.702], [2.382, -4.511, -0.824], [2.416, -4.874, -2.163], [-1.628, -1.995, -0.480], [-0.294, 2.447, -0.655], [-1.539, 4.591, -1.853], [7.199, -0.848, -0.466], [0.411, -3.839, -0.505], [-1.295, -3.845, 4.146], [0.441, -4.222, 4.248], [0.248, 4.782, -3.024], [-4.150, -4.017, 0.492], [-3.353, 2.325, 0.867], [-3.565, -2.414, -1.299], [4.965, -6.354, 0.339], [5.022, -7.024, -2.046], [1.362, 2.832, -1.943], [2.671, 2.101, 2.424], [5.117, 2.296, 2.321], [-3.204, 4.185, -0.580], [2.808, -5.197, 3.291], [7.248, -1.681, 1.118], [3.323, -6.545, 2.252], [-2.581, -4.505, 2.305], [-0.628, -5.251, 3.267], [1.694, -5.848, 2.056], [7.127, -2.623, -0.386], [1.703, -4.441, -2.854], [-1.342, -1.296, -1.257], [3.385, -6.079, -3.641], [3.581, -2.576, -0.138], [6.466, 0.526, 1.273]],
  "forces_ev_per_a": [[0.0, -0.1, -0.7], [0.1, -0.2, 0.1], [0.0, -0.2, 0.5], [-0.3, -0.6, -0.7], [0.0, 0.1, 0.0], [0.1, 0.0, -0.1], [0.0, 0.0, 0.0], [0.2, 0.0, 0.1], [-0.1, 0.1, -0.1], [0.2, 0.4, 0.1], [0.0, 0.0, 0.0], [0.0, 0.0, 0.0], [0.1, 0.2, 0.0], [0.0, 0.0, 0.0], [0.0, 0.1, 0.0], [0.0, 0.0, 0.0], [0.0, 0.1, 0.1], [0.0, 0.0, 0.0], [0.0, 0.0, 0.0], [-0.1, 0.0, 0.0], [0.0, 0.0, 0.0], [0.0, -0.2, 0.1], [-0.1, -0.2, 0.0], [-0.1, 0.4, 0.8], [0.0, 0.0, 0.0], [0.0, 0.1, 0.0], [0.0, 0.0, 0.0], [0.0, 0.0, 0.0], [0.0, 0.0, 0.0], [0.0, -0.1, 0.0], [0.0, 0.0, 0.0], [0.0, 0.0, 0.0], [0.1, 0.0, 0.0], [0.0, 0.0, 0.0], [0.0, 0.0, 0.0], [0.4, 0.0, -0.4], [-0.1, 0.0, 0.1], [0.0, 0.0, 0.1], [0.0, 0.0, 0.0], [0.1, 0.1, 0.1], [0.0, 0.0, 0.0], [0.0, 0.0, 0.0], [-0.6, 0.1, 0.0], [0.2, 0.0, -0.1], [0.0, 0.0, 0.0], [0.0, 0.0, 0.0], [0.0, 0.0, 0.0], [0.0, 0.0, 0.0], [0.0, 0.0, 0.0], [0.0, 0.0, 0.0], [0.1, 0.0, 0.0], [0.0, 0.0, 0.0], [0.0, 0.0, 0.0], [0.0, 0.0, 0.0], [0.0, 0.0, 0.0], [0.0, 0.0, 0.0], [0.0, 0.0, 0.0], [0.0, 0.0, 0.0], [0.0, 0.0, 0.0], [0.0, 0.0, 0.0], [0.0, 0.0, 0.0], [0.0, 0.0, 0.0], [0.0, 0.0, 0.0], [0.0, 0.0, 0.0], [0.0, 0.0, 0.0], [0.0, 0.0, 0.0], [0.0, 0.0, 0.0], [0.0, 0.0, 0.0], [0.0, -0.1, 0.0], [0.0, 0.0, 0.0]],
  "relative_energy_kcal_mol": 14.9,
  "energy_ha": -12045.0818,
  "orbital_gap_ha": 0.218,
  "total_charge": 2
}

Entry 2:
{
  "formula": "C29H26ClNO3S3Zr",
  "method": "ωB97M-V/def2-TZVPD",
  "elements": ["Zr", "Cl", "S", "S", "S", "O", "O", "O", "N", "C", "C", "C", "C", "C", "C", "C", "C", "C", "C", "C", "C", "C", "C", "C", "C", "C", "C", "C", "C", "C", "C", "C", "C", "C", "C", "C", "C", "C", "H", "H", "H", "H", "H", "H", "H", "H", "H", "H", "H", "H", "H", "H", "H", "H", "H", "H", "H", "H", "H", "H", "H", "H", "H", "H"],
  "positions_angstrom": [[-0.217, 0.288, 0.521], [5.672, -2.887, 3.381], [-4.877, -2.036, 0.590], [-1.872, -3.277, 2.284], [-2.329, -0.345, 3.062], [1.613, -0.261, 0.061], [0.440, 0.512, 2.412], [-1.356, -0.595, -0.681], [1.613, 0.930, -2.511], [0.453, -3.734, 1.292], [3.507, -1.658, 0.268], [-0.197, 4.661, 0.130], [-2.469, -0.135, 1.344], [3.461, -1.387, 3.039], [2.453, -0.759, 2.267], [-0.122, 3.940, -2.152], [2.655, 1.966, -2.376], [-2.188, -1.215, 0.279], [-2.714, 1.189, 1.023], [-5.004, -2.348, -1.947], [4.467, -2.261, 1.044], [-0.222, 4.962, -1.222], [4.455, -2.127, 2.443], [1.467, 0.011, 2.933], [-3.465, -1.698, -0.356], [2.479, -0.885, 0.838], [-2.615, 1.326, 3.327], [-1.362, -2.330, 0.923], [-5.752, -2.462, -0.822], [-0.031, 2.273, -0.363], [-0.130, 3.337, 0.548], [1.947, -0.042, -3.565], [-3.688, -1.911, -1.684], [-0.107, -2.705, 0.495], [0.249, 1.512, -2.736], [-0.007, 2.617, -1.729], [-2.812, 2.015, 2.170], [-0.379, -4.126, 2.294], [1.581, 0.429, -1.595], [-0.143, 3.138, 1.624], [3.521, -1.785, -0.806], [1.170, -0.803, -3.629], [1.627, 0.193, 4.003], [2.408, 2.631, -1.551], [0.325, -2.378, -0.451], [-3.052, 3.065, 2.138], [3.423, -1.296, 4.113], [-2.942, -1.755, -2.439], [2.900, -0.527, -3.353], [-0.492, 0.703, -2.621], [-0.240, 5.451, 0.864], [-5.371, -2.566, -2.933], [-2.923, 1.533, 0.011], [2.735, 2.548, -3.293], [5.248, -2.841, 0.574], [-2.654, 1.701, 4.333], [2.027, 0.468, -4.526], [-0.132, 4.175, -3.206], [-0.202, -4.890, 3.024], [-6.774, -2.772, -0.726], [0.211, 1.897, -3.759], [-0.304, 5.987, -1.550], [1.422, -4.163, 1.103], [3.617, 1.502, -2.170]],
  "forces_ev_per_a": [[-0.2, 2.3, -0.5], [0.0, 0.0, 0.0], [0.3, 0.1, -0.4], [0.4, 0.0, -0.5], [-0.3, 0.7, -0.2], [0.9, -0.3, -0.2], [0.9, 0.0, 1.7], [-1.1, -1.2, -1.7], [-0.1, -0.3, 0.4], [-0.1, 0.0, 0.2], [-0.7, 0.4, 0.0], [-0.1, -0.1, 0.1], [-0.1, 0.3, 0.4], [0.0, -0.1, -0.1], [0.0, -0.1, -0.8], [0.0, -0.4, 0.0], [0.6, 0.5, 0.2], [-1.0, -1.1, 0.4], [-0.6, -0.1, 0.2], [-0.2, -0.1, 0.0], [0.0, 0.0, 0.4], [0.0, 0.0, 0.2], [-0.3, 0.2, -0.1], [0.6, -0.2, 0.7], [-0.3, 0.0, 0.1], [1.4, -0.7, 0.7], [-0.1, -0.5, -0.1], [0.1, -0.3, -0.1], [0.1, 0.0, 0.2], [-0.1, 0.7, -0.4], [0.2, -0.2, 0.2], [0.1, -0.6, -0.5], [0.3, 0.1, 0.4], [-0.5, -0.1, -0.2], [-0.7, 0.6, 0.2], [-0.1, -0.1, 0.0], [-0.1, 0.0, 0.0], [0.0, 0.2, -0.2], [0.3, 0.3, -0.6], [0.0, 0.1, -0.2], [0.0, 0.1, 0.0], [0.0, 0.1, 0.0], [-0.1, 0.0, -0.1], [0.0, -0.1, -0.1], [-0.1, 0.0, 0.3], [0.1, 0.1, 0.0], [0.1, 0.0, 0.2], [0.2, 0.0, -0.2], [0.0, 0.1, 0.1], [0.4, 0.1, -0.2], [0.0, 0.1, 0.0], [-0.1, 0.0, -0.2], [0.2, -0.1, 0.2], [-0.1, -0.1, -0.1], [0.1, -0.1, 0.0], [0.0, 0.1, 0.2], [-0.1, 0.1, 0.1], [0.0, 0.0, -0.1], [0.0, -0.2, 0.2], [-0.2, -0.1, 0.0], [0.1, -0.1, 0.1], [0.0, 0.1, 0.0], [0.1, -0.2, 0.0], [-0.1, -0.2, -0.1]],
  "relative_energy_kcal_mol": 0.0,
  "energy_ha": -3102.4971,
  "orbital_gap_ha": 0.233,
  "total_charge": 2
}

Entry 3:
{
  "formula": "C29H26FeNOP2S3",
  "method": "ωB97M-V/def2-TZVPD",
  "elements": ["Fe", "S", "S", "S", "P", "P", "O", "N", "C", "C", "C", "C", "C", "C", "C", "C", "C", "C", "C", "C", "C", "C", "C", "C", "C", "C", "C", "C", "C", "C", "C", "C", "C", "C", "C", "C", "C", "H", "H", "H", "H", "H", "H", "H", "H", "H", "H", "H", "H", "H", "H", "H", "H", "H", "H", "H", "H", "H", "H", "H", "H", "H", "H"],
  "positions_angstrom": [[-0.519, 0.235, -2.436], [-1.832, -1.690, -1.958], [1.886, 0.238, -1.988], [0.589, 0.292, -6.961], [1.065, 0.796, -0.201], [-1.259, -1.087, -0.085], [-1.301, 1.765, -3.074], [-0.081, -0.326, -4.597], [-0.786, -0.705, -6.747], [0.274, 3.354, 0.504], [-0.989, -0.928, -5.426], [-3.479, -2.251, 1.117], [2.541, 3.161, -0.288], [-4.127, 0.024, 2.577], [0.600, -3.168, -0.222], [0.758, -3.483, 2.533], [2.729, 4.516, -0.072], [-2.709, -1.098, 0.993], [2.364, 0.056, 3.571], [3.791, -1.215, 2.114], [3.437, -0.808, 3.390], [-0.196, -2.389, 0.613], [-4.891, -1.126, 2.703], [-3.034, 0.039, 1.720], [1.463, -4.107, 0.322], [-0.581, 0.444, -0.265], [3.082, -0.757, 1.011], [1.543, -4.265, 1.698], [-2.028, 2.741, -2.381], [1.692, 5.292, 0.433], [0.465, 4.713, 0.718], [2.011, 0.107, 1.190], [1.652, 0.512, 2.476], [-4.568, -2.263, 1.971], [1.312, 2.577, 0.003], [0.799, 0.358, -5.269], [-0.111, -2.548, 1.993], [3.684, 4.970, -0.303], [-3.227, -3.134, 0.540], [-0.734, -1.950, 2.649], [2.086, 0.377, 4.567], [-1.783, -1.519, -4.996], [4.624, -1.893, 1.971], [-0.684, 2.886, 0.699], [2.219, -4.997, 2.122], [1.842, 6.351, 0.599], [0.819, 1.192, 2.614], [3.997, -1.162, 4.246], [-1.361, -1.073, -7.579], [-5.743, -1.139, 3.370], [3.355, -1.069, 0.011], [0.527, -3.048, -1.295], [-2.631, 3.320, -3.088], [1.587, 0.923, -4.795], [0.821, -3.600, 3.608], [-2.695, 2.292, -1.637], [2.071, -4.718, -0.333], [-4.382, 0.911, 3.142], [-1.354, 3.429, -1.859], [-2.426, 0.928, 1.597], [3.341, 2.556, -0.698], [-0.346, 5.318, 1.101], [-5.169, -3.158, 2.067]],
  "forces_ev_per_a": [[-0.2, 0.5, 0.1], [-0.2, -0.2, 0.0], [0.2, 0.0, 0.0], [0.0, 0.0, 0.1], [0.0, -0.2, -0.1], [0.1, -0.1, -0.2], [0.1, -0.3, 0.0], [0.0, 0.2, 0.2], [0.1, 0.0, 0.1], [0.0, 0.0, 0.0], [-0.1, -0.1, -0.1], [0.0, 0.0, 0.0], [0.0, 0.0, 0.0], [0.0, 0.0, 0.0], [0.0, 0.0, 0.0], [0.0, 0.0, 0.0], [0.0, 0.0, 0.0], [0.0, 0.1, 0.0], [0.0, 0.0, 0.0], [0.0, 0.0, 0.0], [0.0, 0.0, 0.0], [0.0, 0.0, 0.0], [0.0, 0.0, 0.0], [0.0, 0.0, 0.0], [0.0, 0.0, 0.0], [0.0, 0.0, -0.1], [0.0, 0.0, 0.0], [0.0, 0.0, 0.0], [0.1, -0.1, 0.0], [0.0, 0.0, 0.0], [0.0, 0.0, 0.0], [0.0, 0.1, -0.1], [0.0, 0.0, 0.0], [0.0, 0.0, 0.0], [-0.1, 0.0, 0.1], [0.0, -0.1, -0.1], [0.0, 0.0, 0.0], [0.0, 0.0, 0.0], [0.0, 0.0, 0.0], [0.0, 0.0, 0.0], [0.0, 0.0, 0.0], [0.0, 0.0, 0.0], [0.0, 0.0, 0.0], [0.0, 0.0, 0.0], [0.0, 0.0, 0.0], [0.0, 0.0, 0.0], [0.0, 0.0, 0.0], [0.0, 0.0, 0.0], [0.0, 0.0, 0.0], [0.0, 0.0, 0.0], [0.0, 0.0, 0.0], [0.0, 0.0, 0.0], [0.0, 0.0, 0.0], [0.0, 0.0, 0.0], [0.0, 0.0, 0.0], [0.0, 0.0, 0.0], [0.0, 0.0, 0.0], [0.0, 0.0, 0.0], [0.0, 0.0, 0.0], [0.0, 0.0, 0.0], [0.0, 0.0, 0.0], [0.0, 0.0, 0.0], [0.0, 0.0, 0.0]],
  "relative_energy_kcal_mol": 1.4,
  "energy_ha": -4391.7060,
  "orbital_gap_ha": [0.287, 0.289],
  "spin_multiplicity": 6,
  "s2": 8.765
}